(1)
DFT (ωB97M-V/def2-TZVPD) results for a molecular structure, C22H27Cl2N6O3PtS.

Output
**HOMO**: -10.2 eV
**Energy above the lowest of the compared OMol25 structures with the same formula, charge and spin**: 0.575 eV
**Maximum force**: 1.3 eV/A
**Total charge**: +1

Atoms and positions in Å:
Pt: 0.6007 -0.7781 -0.0491
C: -3.8897 -2.9614 -2.1758
N: -2.8470 -1.9779 -1.9214
C: -2.6477 -0.8038 -2.6076
C: -1.5880 -0.1880 -2.0238
N: -1.1536 -0.9737 -0.9815
C: -1.9264 -2.0492 -0.9523
H: -4.1011 -2.9857 -3.2418
H: -4.7985 -2.7074 -1.6336
H: -3.5351 -3.9409 -1.8636
H: -3.2669 -0.5157 -3.4380
H: -1.1142 0.7459 -2.2580
H: -1.8105 -2.8832 -0.2798
C: -0.7907 4.5236 -0.8993
C: -0.3426 3.0877 -0.8088
N: 0.8010 2.7707 -1.4546
O: -0.9898 2.2435 -0.1975
H: -0.0276 5.1845 -1.3053
H: -1.0777 4.8697 0.0914
H: -1.6743 4.5706 -1.5360
H: 1.3008 3.4495 -1.9999
H: 1.1308 1.8140 -1.4428
C: -3.0197 1.5828 2.1334
N: -2.3466 0.3079 1.9337
C: -1.1046 0.0586 2.2891
N: -0.4193 0.9584 2.9801
S: -0.3488 -1.4857 1.9250
H: -4.0150 1.5160 1.7054
H: -2.4737 2.3717 1.6156
H: -3.1198 1.7988 3.1985
H: -2.7875 -0.4029 1.3742
H: -0.7782 1.8800 3.1689
H: 0.5376 0.7509 3.2123
Cl: 0.9026 -3.4178 -4.3661
C: 0.5178 -4.1184 -2.8230
C: -0.6144 -4.9060 -2.7165
C: -0.9493 -5.4604 -1.4909
C: -0.1705 -5.1841 -0.3786
C: 0.9491 -4.3750 -0.4940
Cl: 1.8219 -3.9887 0.9477
C: 1.3591 -3.8555 -1.7315
N: 2.4738 -3.0424 -1.8813
C: 3.7730 -3.3385 -1.4078
C: 4.1857 -4.6476 -1.1984
C: 5.4660 -4.9141 -0.7428
C: 6.3527 -3.8734 -0.5103
C: 5.9404 -2.5680 -0.7289
C: 4.6546 -2.2804 -1.1676
C: 4.2394 -0.8382 -1.3801
C: 2.8807 -0.5505 -0.8154
O: 2.6069 -0.7476 0.4264
O: 1.9108 -0.1751 -1.5774
H: -1.2048 -5.1013 -3.6016
H: -1.8079 -6.1129 -1.4039
H: -0.4247 -5.5850 0.5927
H: 2.4285 -2.4391 -2.6887
H: 3.4997 -5.4608 -1.4016
H: 5.7727 -5.9388 -0.5821
H: 7.3549 -4.0737 -0.1581
H: 6.6253 -1.7503 -0.5388
H: 4.2021 -0.5777 -2.4406
H: 4.9676 -0.1882 -0.8937

***

(2)
DFT (ωB97M-V/def2-TZVPD) results for a single C22H27ClF3N3O molecule.

Output
**HOMO**: -8.6 eV
**Maximum force**: 0.6 eV/A

Atoms and positions in Å:
C: 4.7884 4.2581 0.6857
N: 4.6377 3.2018 -0.2920
C: 5.6847 3.2669 -1.2889
C: 4.4934 1.8810 0.3068
C: 3.1109 1.2530 0.0041
C: 2.9326 1.1571 -1.5104
C: 2.0128 2.1439 0.5803
C: 3.1048 -0.1311 0.6870
N: 1.8204 -0.8165 0.6720
C: 1.5216 -1.5972 -0.5246
C: 0.2603 -1.0645 -1.2256
O: -0.0050 -1.3137 -2.3775
N: -0.5085 -0.3485 -0.3547
C: -1.7629 0.1972 -0.5508
C: -2.3349 0.2801 -1.8235
C: -3.5847 0.8310 -2.0077
C: -4.2960 1.3176 -0.9194
Cl: -5.8553 2.0167 -1.1454
C: -3.7623 1.2404 0.3545
C: -2.5059 0.6793 0.5403
C: -1.9587 0.5802 1.9347
F: -1.5982 -0.6808 2.2619
F: -2.8227 0.9717 2.8741
F: -0.8458 1.3222 2.1167
C: 1.2350 -3.0539 -0.2289
C: 1.8808 -4.0557 -0.9409
C: 1.6183 -5.3876 -0.6726
C: 0.7054 -5.7321 0.3089
C: 0.0519 -4.7381 1.0173
C: 0.3106 -3.4057 0.7490
H: 4.7508 5.2202 0.1748
H: 5.7410 4.1974 1.2373
H: 3.9691 4.2157 1.3998
H: 5.5246 2.4958 -2.0392
H: 5.6443 4.2387 -1.7807
H: 6.6923 3.1388 -0.8603
H: 4.6179 1.9427 1.3937
H: 5.2720 1.2070 -0.0688
H: 3.6708 0.4883 -1.9495
H: 1.9396 0.8006 -1.7696
H: 3.0622 2.1461 -1.9408
H: 2.0585 2.1679 1.6660
H: 2.1346 3.1524 0.1970
H: 1.0324 1.7831 0.2880
H: 3.8942 -0.7517 0.2327
H: 3.3711 0.0210 1.7366
H: 1.7527 -1.4137 1.4888
H: 2.3448 -1.5427 -1.2443
H: -0.0148 -0.2134 0.5308
H: -1.7800 -0.1040 -2.6634
H: -4.0096 0.8881 -2.9972
H: -4.3207 1.6091 1.2003
H: 2.5902 -3.7921 -1.7116
H: 2.1289 -6.1575 -1.2320
H: 0.5003 -6.7712 0.5188
H: -0.6679 -4.9983 1.7790
H: -0.2158 -2.6423 1.3029